Model i:
The following is a quantum chemistry calculation of the molecule C4H9NO2, from the Open Molecules 2025 dataset.

Positions of all 16 atoms, in Å:
C -2.435 0.279 0.967
O -1.231 -0.297 0.523
C -0.678 0.398 -0.572
C 0.616 -0.291 -0.953
N 1.497 -0.381 0.191
C 2.846 -0.357 0.061
O 3.442 -0.152 -0.979
H -2.289 1.324 1.281
H -3.202 0.258 0.177
H -2.785 -0.306 1.820
H -0.489 1.449 -0.299
H -1.372 0.386 -1.429
H 1.137 0.273 -1.732
H 0.398 -1.291 -1.351
H 1.081 -0.650 1.071
H 3.365 -0.536 1.022

Values from the calculation:
E_HOMO = -9.73 eV
LUMO energy = 0.87 eV
Orbital gap = 10.60 eV
Total charge = 0

=====

Model ii:
The following is a quantum chemistry calculation of the molecule C4H9NO2, from the Open Molecules 2025 dataset.

Positions of all 16 atoms, in Å:
C -0.858 2.031 -1.423
N -0.477 0.775 -0.813
C -1.228 0.286 0.078
O -0.977 -0.839 0.750
C 0.169 -1.619 0.355
C 1.490 -1.093 0.898
O 1.974 0.074 0.286
H -0.127 2.795 -1.138
H -0.825 1.935 -2.513
H -1.859 2.377 -1.129
H -2.171 0.729 0.413
H -0.029 -2.608 0.777
H 0.195 -1.689 -0.740
H 1.377 -0.944 1.984
H 2.227 -1.900 0.756
H 1.275 0.403 -0.310

Values from the calculation:
E_HOMO = -9.76 eV
LUMO energy = 0.99 eV
Orbital gap = 10.76 eV
Total charge = 0

=====

Model iii:
The following is a quantum chemistry calculation of the molecule C4H9NO2, from the Open Molecules 2025 dataset.

Positions of all 16 atoms, in Å:
C -2.144 0.955 0.893
C -1.892 -0.517 0.620
N -0.793 -0.571 -0.663
C 0.606 -0.763 -0.365
O 1.019 -1.770 0.140
O 1.331 0.292 -0.731
C 2.743 0.127 -0.508
H -2.719 1.429 0.082
H -2.811 0.974 1.766
H -1.295 1.625 1.134
H -1.233 -0.913 1.411
H -1.138 -1.398 -1.141
H -0.937 0.245 -1.258
H 3.219 0.987 -0.977
H 2.956 0.101 0.562
H 3.088 -0.803 -0.965

Values from the calculation:
E_HOMO = -6.78 eV
LUMO energy = 0.49 eV
Orbital gap = 7.26 eV
Total charge = 0

=====

Most stable of them? model i.

=====

Model i:
The following is a quantum chemistry calculation of the molecule C4H9NO2, from the Open Molecules 2025 dataset.

Positions of all 16 atoms, in Å:
C -1.930 -0.927 -0.450
C -0.660 -0.094 -0.529
O -1.026 1.211 -0.913
C 0.086 -0.075 0.826
N 1.533 -0.170 0.715
C 2.252 0.816 0.142
O 1.766 1.832 -0.332
H -1.691 -1.973 -0.223
H -2.469 -0.888 -1.401
H -2.593 -0.538 0.331
H 0.013 -0.543 -1.279
H -0.216 1.746 -0.857
H -0.171 0.869 1.320
H -0.242 -0.893 1.473
H 2.008 -0.998 1.038
H 3.340 0.625 0.141

Values from the calculation:
E_HOMO = -9.91 eV
LUMO energy = 0.72 eV
Orbital gap = 10.63 eV
Total charge = 0

=====

Model ii:
The following is a quantum chemistry calculation of the molecule C4H9NO2, from the Open Molecules 2025 dataset.

Positions of all 16 atoms, in Å:
O -0.728 -2.450 2.895
C -0.624 -1.589 2.027
N 0.307 -0.815 1.457
C 0.062 0.353 0.769
C 0.817 0.328 -0.561
C 0.241 1.021 -1.770
O -1.035 0.505 -2.190
H -1.597 -1.333 1.532
H 1.244 -1.291 1.485
H 0.184 1.283 1.375
H -1.049 0.353 0.469
H 1.803 0.690 -0.339
H 0.989 -0.760 -0.853
H 0.985 0.794 -2.711
H 0.222 2.057 -1.912
H -1.820 0.856 -1.674

Values from the calculation:
E_HOMO = -9.76 eV
LUMO energy = 0.67 eV
Orbital gap = 10.43 eV
Total charge = 0

=====

Model iii:
The following is a quantum chemistry calculation of the molecule C4H9NO2, from the Open Molecules 2025 dataset.

Positions of all 16 atoms, in Å:
N 1.393 -0.609 1.626
C 0.547 0.312 1.027
O 0.928 1.407 0.702
C -0.890 -0.172 0.952
C -1.357 -0.785 -0.385
C -1.020 0.067 -1.610
O 0.358 0.059 -1.929
H 1.057 -1.305 2.261
H 2.345 -0.282 1.580
H -1.530 0.694 1.147
H -1.131 -0.896 1.699
H -2.432 -0.964 -0.363
H -0.878 -1.764 -0.508
H -1.260 1.092 -1.350
H -1.575 -0.327 -2.466
H 0.701 -0.828 -1.792

Values from the calculation:
E_HOMO = -9.79 eV
LUMO energy = 0.80 eV
Orbital gap = 10.59 eV
Total charge = 0

=====

Model iv:
The following is a quantum chemistry calculation of the molecule C4H9NO2, from the Open Molecules 2025 dataset.

Positions of all 16 atoms, in Å:
C -1.092 1.479 -0.476
C -0.226 0.415 0.190
C -1.000 -0.863 0.536
O -0.205 -1.760 1.278
N 0.924 0.093 -0.645
C 2.140 -0.264 -0.132
O 2.990 -0.885 -0.738
H -0.516 2.401 -0.585
H -1.979 1.706 0.125
H -1.423 1.156 -1.473
H 0.175 0.800 1.138
H -1.862 -0.623 1.170
H -1.375 -1.332 -0.388
H 0.425 -2.176 0.678
H 0.740 -0.237 -1.587
H 2.284 0.089 0.909

Values from the calculation:
E_HOMO = -9.81 eV
LUMO energy = 0.84 eV
Orbital gap = 10.65 eV
Total charge = 0

=====

Most stable of them? model i.